No. 1
Molecular formula: C57H75N3O3W
Method: DFT, ωB97M-V/def2-TZVPD

HOMO-LUMO gap	4.72	eV
max |F|	3.681	eV/A
LUMO	-7.23	eV
total charge	+2
HOMO level	-11.9	eV

CARTESIAN COORDINATES (ANGSTROEM)
W1 0.572 0.281 0.029
C1 -3.226 2.249 -2.687
N1 -2.392 1.948 -1.530
C2 -2.179 3.090 -0.659
C3 -2.853 0.773 -0.801
C4 -2.392 -0.515 -1.439
N2 -1.013 -1.003 -1.050
C5 -1.240 -2.198 -0.130
C6 -2.034 -1.865 1.096
C7 -3.259 -2.436 1.387
C8 -3.936 -2.108 2.561
C9 -3.325 -1.207 3.430
C10 -2.103 -0.580 3.167
C11 -1.502 -0.928 1.968
O1 -0.372 -0.319 1.504
C12 -1.467 0.430 4.121
C13 -0.059 -0.046 4.512
C14 -2.276 0.595 5.408
C15 -1.396 1.805 3.434
C16 -5.314 -2.711 2.832
C17 -5.221 -4.242 2.817
C18 -6.274 -2.246 1.726
C19 -5.883 -2.272 4.181
C20 -0.402 -1.564 -2.313
C21 0.871 -2.379 -2.212
C22 1.125 -3.267 -3.261
C23 2.221 -4.109 -3.233
C24 2.982 -4.130 -2.056
C25 2.751 -3.298 -0.972
C26 1.741 -2.337 -1.133
O2 1.561 -1.383 -0.190
C27 3.434 -3.513 0.387
C28 2.336 -3.819 1.419
C29 4.394 -4.706 0.358
C30 4.231 -2.289 0.860
C31 2.590 -5.042 -4.383
C32 2.544 -6.500 -3.902
C33 4.012 -4.706 -4.855
C34 1.637 -4.893 -5.568
H1 -4.274 2.436 -2.416
H2 -3.207 1.424 -3.400
H3 -2.840 3.129 -3.201
H4 -2.659 3.984 -1.062
H5 -0.338 3.464 -1.614
H6 -2.597 2.917 0.336
H7 -3.951 0.764 -0.741
H8 -2.474 0.809 0.220
H9 -2.422 -0.417 -2.524
H10 -3.086 -1.311 -1.171
H11 -0.266 -2.587 0.147
H12 -1.755 -2.963 -0.715
H13 -3.674 -3.167 0.702
H14 -3.824 -0.971 4.356
H15 -0.114 -0.934 5.144
H16 0.456 0.732 5.080
H17 0.545 -0.315 3.642
H18 -2.351 -0.341 5.963
H19 -3.284 0.964 5.211
H20 -1.780 1.323 6.053
H21 -0.833 1.780 2.498
H22 -0.931 2.529 4.109
H23 -2.405 2.160 3.207
H24 -4.891 -4.624 1.849
H25 -6.200 -4.676 3.023
H26 -4.525 -4.599 3.578
H27 -5.961 -2.608 0.745
H28 -6.326 -1.156 1.689
H29 -7.278 -2.627 1.916
H30 -5.264 -2.615 5.013
H31 -6.875 -2.704 4.309
H32 -5.988 -1.188 4.247
H33 -0.297 -0.740 -3.012
H34 -1.160 -2.229 -2.737
H35 0.440 -3.287 -4.100
H36 3.777 -4.855 -1.986
H37 1.741 -4.681 1.108
H38 1.670 -2.965 1.558
H39 2.788 -4.053 2.385
H40 3.889 -5.631 0.076
H41 4.807 -4.849 1.356
H42 5.231 -4.543 -0.324
H43 3.574 -1.453 1.102
H44 4.959 -1.975 0.107
H45 4.782 -2.547 1.766
H46 3.296 -6.699 -3.137
H47 2.737 -7.175 -4.736
H48 1.565 -6.743 -3.487
H49 4.742 -4.834 -4.055
H50 4.071 -3.674 -5.207
H51 4.300 -5.362 -5.677
H52 0.616 -5.177 -5.307
H53 1.961 -5.548 -6.377
H54 1.628 -3.871 -5.954
O3 2.145 0.789 1.561
C35 3.039 1.904 1.317
C36 4.198 1.451 0.439
C37 3.829 0.494 -0.711
C38 3.016 1.065 -1.843
C39 3.654 1.753 -2.873
C40 2.936 2.237 -3.946
C41 1.559 2.048 -3.957
C42 0.977 1.392 -2.897
N3 1.678 0.894 -1.859
H55 1.776 0.811 2.457
H56 3.413 2.261 2.276
H57 2.447 2.693 0.857
H58 4.925 0.924 1.058
H59 4.691 2.350 0.062
H60 3.309 -0.364 -0.295
H61 4.753 0.102 -1.138
H62 4.729 1.867 -2.825
H63 3.432 2.751 -4.759
H64 0.941 2.404 -4.769
H65 -0.100 1.304 -2.825
C43 -0.039 2.035 -0.080
C44 -0.658 3.320 -0.551
C45 -0.242 4.629 0.010
C46 1.066 5.171 -0.103
C47 1.398 6.343 0.616
C48 2.632 6.939 0.456
C49 3.550 6.385 -0.426
C50 3.250 5.220 -1.139
C51 2.030 4.613 -0.977
C52 -1.286 5.457 0.608
C53 -1.960 4.987 1.739
C54 -2.928 5.780 2.330
C55 -3.262 7.008 1.769
C56 -2.614 7.460 0.628
C57 -1.607 6.700 0.055
H66 0.688 6.760 1.316
H67 2.878 7.834 1.010
H68 4.510 6.865 -0.567
H69 3.972 4.811 -1.831
H70 1.780 3.735 -1.556
H71 -1.703 4.025 2.167
H72 -3.429 5.436 3.225
H73 -4.031 7.616 2.227
H74 -2.883 8.410 0.189
H75 -1.087 7.051 -0.827

---

No. 2
Molecular formula: C57H78AsN4P2Se2Si4Ti
Method: DFT, ωB97M-V/def2-TZVPD

energy relative to the best compared isomer or geometry (same formula, charge and spin)	0.0	kcal per mole
HOMO-LUMO gap	6.53	eV
max |F|	0.643	eV/A
LUMO	1.93	eV
total charge	-1
HOMO level	-4.6	eV

CARTESIAN COORDINATES (ANGSTROEM)
Ti1 1.144 0.482 0.957
C1 -0.761 -1.804 -4.780
Si1 -1.875 -0.743 -3.682
C2 -2.097 0.959 -4.487
C3 -3.561 -1.599 -3.836
N1 -1.243 -0.505 -2.125
P1 -1.562 -1.114 -0.719
C4 -0.183 -1.083 0.390
P2 0.562 -2.451 1.177
N2 2.108 -2.149 1.243
Si2 3.451 -3.138 1.656
C5 4.670 -3.185 0.218
C6 3.040 -4.939 2.052
C7 4.403 -2.544 3.173
C8 0.272 -4.119 0.430
C9 -0.651 -5.063 0.870
C10 -0.673 -6.342 0.332
C11 0.232 -6.705 -0.653
C12 1.151 -5.774 -1.112
C13 1.168 -4.498 -0.571
C14 -0.131 -2.750 2.849
C15 -1.502 -2.900 3.035
C16 -2.039 -3.169 4.283
C17 -1.195 -3.296 5.379
C18 0.174 -3.158 5.208
C19 0.701 -2.889 3.952
C20 -2.191 -2.826 -1.033
C21 -1.490 -3.563 -1.989
C22 -1.981 -4.760 -2.478
C23 -3.196 -5.253 -2.020
C24 -3.901 -4.540 -1.066
C25 -3.404 -3.336 -0.580
C26 -3.169 -0.370 -0.094
C27 -3.812 -0.688 1.102
C28 -5.085 -0.223 1.402
C29 -5.763 0.577 0.496
C30 -5.146 0.912 -0.698
C31 -3.868 0.449 -0.978
H1 -0.878 -1.518 -5.829
H2 -1.033 -2.859 -4.694
H3 0.292 -1.706 -4.520
H4 -1.806 0.959 -5.540
H5 -1.498 1.712 -3.970
H6 -3.141 1.278 -4.436
H7 -3.983 -1.363 -4.818
H8 -4.285 -1.289 -3.085
H9 -3.465 -2.687 -3.769
H10 4.256 -3.672 -0.669
H11 5.566 -3.737 0.515
H12 4.984 -2.181 -0.070
H13 2.759 -5.528 1.178
H14 2.234 -5.029 2.784
H15 3.936 -5.388 2.489
H16 3.846 -1.820 3.768
H17 5.354 -2.086 2.894
H18 4.623 -3.395 3.823
H19 -1.350 -4.822 1.657
H20 -1.402 -7.058 0.690
H21 0.218 -7.708 -1.062
H22 1.865 -6.042 -1.881
H23 1.896 -3.784 -0.921
H24 -2.158 -2.838 2.175
H25 -3.111 -3.280 4.400
H26 -1.604 -3.499 6.361
H27 0.840 -3.235 6.058
H28 1.765 -2.736 3.846
H29 -0.559 -3.175 -2.378
H30 -1.415 -5.306 -3.222
H31 -3.590 -6.185 -2.408
H32 -4.854 -4.907 -0.704
H33 -4.001 -2.789 0.137
H34 -3.332 -1.331 1.823
H35 -5.547 -0.496 2.343
H36 -6.758 0.940 0.722
H37 -5.656 1.543 -1.416
H38 -3.391 0.730 -1.903
Se1 1.877 0.292 4.307
Se2 1.456 3.214 2.178
C32 -0.065 2.409 2.831
C33 -0.868 2.920 3.863
C34 -1.965 2.214 4.286
C35 -2.276 1.004 3.662
C36 -1.471 0.579 2.638
N3 -0.400 1.261 2.207
C37 3.260 0.590 3.125
C38 4.572 0.931 3.532
C39 5.610 0.883 2.644
C40 5.369 0.473 1.323
C41 4.072 0.236 0.964
N4 3.036 0.376 1.811
H39 -0.568 3.849 4.327
H40 -2.576 2.589 5.097
H41 -3.123 0.403 3.961
H42 -1.619 -0.354 2.135
H43 4.719 1.182 4.573
H44 6.615 1.128 2.966
H45 6.163 0.366 0.598
H46 3.816 -0.072 -0.039
C42 -3.315 3.901 -1.966
As1 -2.200 3.037 -0.593
C43 -3.310 3.512 0.953
C44 -0.864 4.498 -0.500
C45 -1.349 5.838 -0.069
C46 -1.775 6.799 -0.985
C47 -2.252 8.031 -0.561
C48 -2.306 8.331 0.792
C49 -1.869 7.389 1.715
C50 -1.395 6.159 1.289
H47 -3.576 4.913 -1.655
H48 -4.230 3.329 -2.121
H49 -2.769 3.934 -2.908
H50 -3.765 4.495 0.826
H51 -2.693 3.517 1.851
H52 -4.083 2.754 1.070
H53 -0.431 4.534 -1.504
H54 -0.098 4.133 0.183
H55 -1.727 6.575 -2.045
H56 -2.578 8.762 -1.292
H57 -2.675 9.293 1.126
H58 -1.890 7.618 2.774
H59 -1.034 5.434 2.010
C51 2.472 3.637 -2.918
Si3 2.757 3.080 -1.122
C52 2.602 4.756 -0.250
C53 4.617 2.883 -0.854
C54 1.748 1.454 -0.883
Si4 2.293 0.333 -2.346
C55 2.026 -1.498 -2.145
C56 1.464 0.811 -3.963
C57 4.140 0.397 -2.787
H60 2.671 4.708 -2.984
H61 1.444 3.469 -3.245
H62 3.130 3.135 -3.629
H63 3.239 5.388 -0.881
H64 1.622 5.219 -0.208
H65 3.036 4.774 0.747
H66 5.089 3.710 -1.394
H67 5.082 1.961 -1.180
H68 4.840 3.019 0.206
H69 0.702 1.690 -1.182
H70 0.965 -1.712 -2.044
H71 2.543 -1.888 -1.271
H72 2.417 -1.986 -3.044
H73 0.382 0.832 -3.857
H74 1.719 0.053 -4.708
H75 1.792 1.773 -4.350
H76 4.828 0.103 -1.994
H77 4.465 1.361 -3.180
H78 4.249 -0.340 -3.589

---

Question: Among the records above, which one has the highest HOMO level?
Answer: C57H78AsN4P2Se2Si4Ti